(1)
Here is a cluster of 3 separate species, C10H18OSi2 in total at a distorted geometry from the Open Molecules 2025 dataset. Energies are from ωB97M-V/def2-TZVPD.

## Properties
- Electronic energy: -28459.1229 eV
- SMILES: CC#C[Si](C)=O.C=[Si](C)C.C#CC
- Gap between HOMO and LUMO: 7.73 eV

CARTESIAN COORDINATES (ANGSTROEM)
Si  -2.452  0.763  -0.585
Si  -0.455  -1.676  1.675
O  -1.152  -1.960  0.366
C  3.903  -0.513  1.446
C  1.310  -1.191  1.532
C  -2.285  1.425  1.076
C  -3.749  -0.530  -1.373
C  -1.308  1.687  -1.837
C  2.488  -0.845  1.552
C  2.136  1.105  -1.652
C  2.182  0.833  -3.093
C  -0.893  -2.128  3.446
C  1.872  1.399  -0.519
H  -1.881  -2.641  3.341
H  -0.301  -2.972  3.734
H  1.354  1.162  -3.730
H  -1.736  1.878  -2.795
H  -1.025  -1.474  4.250
H  -0.318  1.317  -1.738
H  -3.510  -1.522  -1.111
H  4.178  0.109  2.319
H  4.641  -1.438  1.466
H  3.119  1.107  -3.602
H  -4.789  -0.203  -1.105
H  4.078  0.051  0.475
H  -3.776  -0.439  -2.504
H  2.152  -0.344  -3.122
H  -1.148  2.628  -1.469
H  1.479  1.574  0.481
H  -2.558  0.712  1.863
H  -1.556  2.130  1.214

---

(2)
Here is a structure of composition C10H19Cl8MgO2 at a distorted geometry from the Open Molecules 2025 dataset. Energies are from ωB97M-V/def2-TZVPD.

## Properties
- Net charge: +1
- Electronic energy: -120392.4751 eV
- Gap between HOMO and LUMO: 5.43 eV

CARTESIAN COORDINATES (ANGSTROEM)
Cl  9.151  -12.971  -28.056
Cl  7.406  -17.691  -22.921
Cl  5.936  -19.438  -25.260
Cl  4.657  -14.326  -25.474
Cl  4.959  -11.616  -23.450
Cl  13.291  -13.836  -20.525
Cl  8.855  -10.993  -25.220
Cl  12.494  -12.262  -23.394
Mg  6.410  -15.306  -19.203
O  7.712  -14.018  -19.971
O  6.282  -15.233  -21.169
C  7.260  -14.366  -21.162
C  3.916  -14.084  -23.889
C  8.130  -13.195  -26.616
C  7.616  -11.895  -26.102
C  11.907  -12.766  -20.818
C  12.260  -11.669  -21.719
C  3.553  -12.670  -23.673
C  7.850  -13.813  -22.408
C  6.250  -17.717  -25.397
C  6.212  -17.016  -24.058
H  5.468  -17.284  -26.017
H  6.743  -12.008  -25.440
H  5.214  -17.056  -23.633
H  3.015  -14.692  -23.809
H  6.507  -15.986  -24.211
H  11.450  -10.949  -21.788
H  11.640  -12.348  -19.845
H  8.740  -13.691  -25.866
H  4.618  -14.440  -23.139
H  13.170  -11.180  -21.402
H  11.070  -13.332  -21.195
H  7.306  -13.831  -26.914
H  2.985  -12.284  -24.515
H  8.729  -14.426  -22.657
H  7.201  -17.557  -25.898
H  7.258  -11.261  -26.911
H  8.237  -12.817  -22.218
H  2.910  -12.564  -22.802
H  7.154  -13.804  -23.235

---

(3)
Here is a cluster of 2 separate species, C10H19F in total at a distorted geometry from the Open Molecules 2025 dataset. Energies are from ωB97M-V/def2-TZVPD.

## Properties
- Electronic energy: -13389.9379 eV
- Gap between HOMO and LUMO (spin up / spin down): 8.41 / 8.50 eV

CARTESIAN COORDINATES (ANGSTROEM)
F  -2.214  0.493  1.654
C  0.430  -1.530  1.373
C  2.595  0.336  0.548
C  -2.354  1.351  -0.578
C  1.253  0.523  -0.123
C  0.619  -2.089  0.024
C  0.417  -0.664  0.238
C  1.417  0.559  -1.676
C  -2.620  -1.328  0.043
C  0.710  1.926  0.386
C  -1.998  0.103  0.352
H  1.817  -0.376  -1.908
H  -2.506  -1.515  -1.014
H  -3.367  1.315  -1.019
H  0.392  0.490  -2.109
H  -1.931  -2.117  0.534
H  1.224  -1.493  2.022
H  2.734  -0.659  0.536
H  1.628  -2.489  -0.277
H  3.371  0.709  -0.139
H  -3.626  -1.422  0.320
H  -0.555  -1.704  1.902
H  -0.003  1.826  1.130
H  -2.196  2.272  -0.002
H  -0.172  -2.736  -0.525
H  1.700  2.363  0.606
H  2.491  0.784  1.442
H  0.337  2.421  -0.448
H  2.119  1.448  -1.877
H  -1.714  1.205  -1.415

---

(4)
Here is the molecule C10H19FO2 at a distorted geometry from the Open Molecules 2025 dataset. Energies are from ωB97M-V/def2-TZVPD.

## Properties
- Electronic energy: -17487.4702 eV
- SMILES: C=C(F)C(CCC)(OCC)OCC
- Gap between HOMO and LUMO: 10.78 eV

CARTESIAN COORDINATES (ANGSTROEM)
F  0.187  -3.055  0.357
O  -0.201  0.454  0.879
O  -1.004  -0.852  -0.918
C  0.620  -1.571  2.160
C  1.353  -0.331  -0.884
C  -3.328  -0.973  -1.332
C  0.098  -0.612  -0.071
C  0.285  -1.752  0.913
C  2.492  0.276  -0.105
C  -0.496  1.671  0.157
C  -1.422  2.565  1.128
C  3.714  0.669  -0.937
C  -2.190  -1.413  -0.398
H  -3.218  0.023  -1.443
H  -4.222  -1.441  -1.077
H  0.511  -0.573  2.575
H  4.514  0.891  -0.300
H  -2.393  2.156  1.382
H  0.665  -2.417  2.840
H  1.555  -1.317  -1.332
H  -1.015  2.742  2.153
H  -2.235  -2.484  -0.492
H  2.239  1.114  0.485
H  -1.530  3.546  0.862
H  0.960  0.487  -1.579
H  0.323  2.370  0.137
H  3.917  -0.132  -1.596
H  -3.076  -1.373  -2.387
H  -1.032  1.470  -0.860
H  2.868  -0.480  0.468
H  -2.441  -1.338  0.724
H  3.502  1.681  -1.511

---

(5)
Here is the ion C10H19N2 with charge +1 at a distorted geometry from the Open Molecules 2025 dataset. Energies are from ωB97M-V/def2-TZVPD.

## Properties
- Net charge: +1
- Electronic energy: -13647.2002 eV
- Gap between HOMO and LUMO: 8.35 eV

CARTESIAN COORDINATES (ANGSTROEM)
N  0.000  -1.115  -0.578
N  1.865  -0.259  0.301
C  -1.878  1.337  -0.833
C  2.490  0.838  -0.260
C  1.709  -0.644  1.688
C  2.943  1.845  0.724
C  -0.996  -0.688  -0.240
C  1.945  -1.132  -2.025
C  -3.382  -0.707  -0.811
C  -2.440  0.228  1.390
C  1.389  -1.302  -0.611
C  -2.272  0.011  -0.044
H  -2.768  1.882  -0.983
H  0.565  -0.841  1.753
H  -1.675  0.857  1.927
H  2.373  -1.418  2.082
H  1.938  0.140  2.466
H  -3.312  -1.739  -0.880
H  2.740  2.908  0.399
H  -2.449  -0.773  1.849
H  -3.402  0.690  1.498
H  -3.521  -0.297  -1.770
H  3.970  1.725  0.680
H  1.672  -2.306  -0.320
H  1.439  -1.643  -2.757
H  2.717  1.724  1.787
H  2.860  -1.714  -2.101
H  2.204  -0.089  -2.169
H  -1.104  1.954  -0.168
H  -1.287  1.119  -1.769
H  -4.332  -0.593  -0.226

---

(6)
Here is a cluster of 2 separate species, C10H19N2O2P in total at a distorted geometry from the Open Molecules 2025 dataset. Energies are from ωB97M-V/def2-TZVPD.

## Properties
- Electronic energy: -27038.0286 eV
- Gap between HOMO and LUMO (spin up / spin down): 6.74 / 6.74 eV

CARTESIAN COORDINATES (ANGSTROEM)
P  -2.927  1.539  -0.104
O  3.046  -0.614  -0.335
O  -0.796  -0.743  0.502
N  -4.097  0.512  -0.456
N  1.692  0.829  0.735
C  -0.132  -1.100  -1.609
C  -0.023  -1.496  -0.373
C  2.548  0.492  -0.232
C  2.556  1.631  -1.304
C  1.288  -0.075  1.754
C  -0.265  -0.428  1.767
C  1.407  2.530  -0.874
C  1.124  2.177  0.646
C  0.763  -2.741  0.024
C  -4.117  -0.846  -0.111
H  0.544  -1.561  -2.425
H  -3.739  -0.959  0.837
H  -3.579  -1.402  -0.961
H  -4.615  0.616  -1.312
H  1.589  0.260  2.750
H  0.531  2.199  -1.431
H  1.759  -2.622  0.298
H  0.620  -3.472  -0.750
H  2.676  1.178  -2.248
H  -0.385  -1.255  2.409
H  -0.874  0.495  2.135
H  0.259  -3.364  0.899
H  3.553  2.087  -1.032
H  1.726  2.940  1.127
H  -5.222  -1.296  -0.064
H  1.753  3.550  -0.968
H  0.073  2.176  0.850
H  -0.739  -0.220  -1.838
H  2.001  -1.018  1.695